{
  "formula": "C14H50N12O11",
  "method": "ωB97M-V/def2-TZVPD",
  "symbols": ["N", "C", "N", "O", "H", "H", "H", "H", "N", "C", "N", "O", "H", "H", "H", "H", "N", "C", "N", "O", "H", "H", "H", "H", "N", "C", "N", "O", "H", "H", "H", "H", "N", "C", "N", "O", "H", "H", "H", "H", "N", "C", "N", "O", "H", "H", "H", "H", "C", "C", "O", "H", "H", "H", "H", "H", "H", "C", "C", "O", "H", "H", "H", "H", "H", "H", "C", "C", "O", "H", "H", "H", "H", "H", "H", "C", "O", "H", "H", "H", "H", "C", "O", "H", "H", "H", "H"],
  "positions_angstrom": [[1.6065, 2.8741, -1.7176], [0.6085, 3.3411, -2.4266], [0.3275, 4.6191, -2.1176], [-0.1615, 2.6351, -3.3256], [1.9535, 1.9711, -2.0476], [2.2725, 3.3951, -1.1136], [-0.5505, 4.9691, -2.5776], [0.8715, 5.2911, -1.6416], [-2.2975, 3.3051, 0.4474], [-2.3635, 2.7681, 1.6284], [-2.8405, 1.5851, 1.5244], [-1.9415, 3.2911, 2.7504], [-2.0725, 4.3041, 0.3914], [-2.5755, 2.8631, -0.4236], [-2.9535, 1.0551, 2.3634], [-3.1795, 1.1821, 0.6194], [-1.5325, -4.4319, -0.2616], [-1.9815, -3.2349, -0.2086], [-1.7055, -2.4989, -1.2786], [-2.5955, -2.7919, 0.9724], [-1.6105, -5.0759, 0.6124], [-1.0565, -4.7729, -1.0466], [-2.0415, -1.5469, -1.2506], [-0.9035, -2.7089, -1.8326], [-0.7705, -0.1269, 0.9694], [0.1445, 0.2511, 0.0974], [-0.0595, 1.5511, -0.2376], [1.0735, -0.5829, -0.5096], [-0.4615, -0.9789, 1.5004], [-1.2755, 0.5911, 1.5584], [0.6605, 2.0011, -0.9636], [-0.7035, 2.1651, 0.2064], [3.6785, -0.1699, -0.2006], [4.2315, 0.4471, -1.2476], [5.5065, 0.4431, -1.3466], [3.4475, 0.8731, -2.2876], [2.6835, -0.1579, -0.1326], [4.1475, -0.6529, 0.4824], [5.9295, 0.9681, -2.1376], [6.2545, 0.0141, -0.7446], [-2.9075, -0.1159, -0.6186], [-3.2735, 0.7001, -1.6006], [-2.4815, 1.7531, -1.6826], [-4.4345, 0.5371, -2.4166], [-3.6875, -0.8109, -0.3966], [-2.0545, -0.0629, 0.0904], [-2.5225, 2.3151, -2.5676], [-1.5095, 1.6831, -1.3916], [0.7445, -2.9039, 2.0414], [0.9855, -1.9189, 3.1374], [-0.2065, -1.3059, 3.4694], [0.1395, -2.6749, 1.1854], [0.1345, -3.7139, 2.5444], [1.6505, -3.3429, 1.6724], [1.7295, -1.1959, 2.9274], [1.1685, -2.4649, 4.0764], [-0.0105, -0.8519, 4.3034], [2.2705, -3.6959, -1.9346], [1.6185, -4.1969, -3.1576], [0.2485, -3.9139, -3.0346], [3.2165, -4.1549, -1.9416], [1.8225, -4.1389, -1.0936], [2.2735, -2.5669, -1.6816], [1.7545, -5.2879, -3.1316], [2.0535, -3.7089, -4.0176], [-0.3495, -4.4759, -3.5166], [0.9965, 3.7731, 2.2714], [1.8385, 2.5121, 2.4844], [0.9995, 1.3651, 2.9324], [0.5185, 3.7471, 1.2944], [1.6035, 4.6821, 2.3164], [0.2525, 3.8161, 2.9954], [2.4575, 2.8181, 3.3274], [2.4345, 2.1941, 1.6864], [0.3835, 1.2151, 2.2324], [0.1365, -0.4889, -3.5606], [1.4145, -0.7669, -3.9046], [-0.4855, -1.3509, -3.4356], [-0.3815, 0.1841, -4.2936], [0.2075, -0.0059, -2.5406], [1.9225, -0.7009, -3.1156], [-3.2025, -0.4159, 3.9134], [-4.0845, 0.6661, 4.1304], [-3.2265, -0.9429, 2.9974], [-3.4095, -1.1819, 4.6334], [-2.1485, -0.2309, 4.3044], [-4.3655, 0.6031, 5.0184]],
  "lowdin_charge": [0.13, -0.57, 0.16, -0.08, 0.09, 0.17, 0.14, 0.09, 0.15, -0.69, 0.17, -0.04, 0.14, 0.05, 0.07, 0.11, 0.16, -0.61, 0.19, -0.16, 0.18, 0.07, 0.05, 0.06, 0.13, -0.49, 0.16, -0.11, 0.10, 0.11, 0.07, 0.05, 0.19, -0.59, 0.15, -0.12, 0.03, 0.08, 0.14, 0.15, 0.07, -0.54, 0.11, -0.14, 0.17, 0.08, 0.15, 0.05, -0.08, -0.34, -0.11, 0.03, 0.11, 0.07, 0.09, 0.13, 0.10, -0.09, -0.31, -0.09, 0.06, 0.05, 0.10, 0.12, 0.11, 0.09, -0.08, -0.23, -0.08, 0.04, 0.08, 0.04, 0.11, 0.07, 0.00, -0.21, -0.08, 0.04, 0.10, 0.06, 0.02, -0.17, -0.09, 0.06, 0.08, 0.09, 0.06],
  "de_lowest_kcal_mol": 199.0,
  "total_charge": 0,
  "gap_ev": 9.0,
  "max_force_ha_per_bohr": 0.156,
  "smiles": "NC(N)=O.NC(N)=O.NC(N)=O.NC(N)=O.NC(N)=O.NC(N)=O.CCO.CCO.CCO.CO.CO"
}



{
  "formula": "C14H52O12",
  "method": "ωB97M-V/def2-TZVPD",
  "symbols": ["C", "C", "O", "H", "H", "H", "H", "H", "H", "C", "C", "O", "H", "H", "H", "H", "H", "H", "C", "C", "O", "H", "H", "H", "H", "H", "H", "C", "C", "O", "H", "H", "H", "H", "H", "H", "C", "C", "O", "H", "H", "H", "H", "H", "H", "C", "C", "O", "H", "H", "H", "H", "H", "H", "C", "C", "O", "H", "H", "H", "H", "H", "H", "O", "H", "H", "O", "H", "H", "O", "H", "H", "O", "H", "H", "O", "H", "H"],
  "positions_angstrom": [[0.7042, -4.9405, 0.7005], [0.2677, -3.6510, 1.2912], [-1.0071, -3.4786, 0.7547], [1.6655, -5.2372, 1.1201], [0.9470, -4.8028, -0.3531], [-0.0605, -5.7107, 0.8009], [0.8903, -2.7912, 1.0436], [0.2434, -3.6496, 2.3809], [-1.2787, -2.7371, 1.3005], [0.7151, 0.0352, -0.0368], [-0.5542, 0.8086, 0.2554], [-1.1611, 1.2280, -0.9617], [0.5317, -0.9004, -0.5651], [1.2654, -0.2422, 0.8622], [1.3175, 0.7294, -0.6227], [-0.5504, 1.7067, 0.8731], [-1.2673, 0.1480, 0.7487], [-2.0316, 1.5779, -0.7585], [2.8640, -2.4987, 3.6546], [2.0194, -1.1916, 3.6987], [2.7771, -0.0725, 3.2253], [3.7139, -2.2442, 4.2878], [3.1673, -2.8773, 2.6784], [2.2283, -3.2353, 4.1458], [1.7530, -1.1075, 4.7523], [1.0616, -1.2041, 3.1786], [2.4088, 0.6886, 3.6800], [1.7615, 4.4779, 0.1420], [2.3231, 3.3933, 0.9765], [3.5292, 3.7651, 1.4968], [1.4670, 5.3884, 0.6638], [0.7985, 4.1230, -0.2250], [2.3891, 4.8355, -0.6743], [2.5119, 2.4451, 0.4730], [1.5717, 3.2541, 1.7538], [3.4121, 4.6501, 1.8499], [-4.1524, 2.6183, -3.0193], [-3.2404, 3.7452, -3.5035], [-2.2977, 3.2750, -4.4795], [-3.6333, 1.7004, -2.7433], [-4.7010, 2.3504, -3.9223], [-4.9064, 2.8763, -2.2756], [-2.7096, 4.2330, -2.6859], [-3.8454, 4.5188, -3.9763], [-1.4729, 3.0592, -4.0382], [-3.4073, -2.0585, 2.4663], [-2.7401, -1.8805, 3.8394], [-1.5996, -2.6294, 3.8607], [-2.7837, -1.5920, 1.7037], [-4.3492, -1.5112, 2.5040], [-3.6572, -3.0929, 2.2305], [-3.3597, -2.0618, 4.7176], [-2.4767, -0.8304, 3.9660], [-1.7922, -3.5682, 3.8049], [1.2845, -2.4521, -3.3249], [1.5877, -1.0323, -3.7752], [2.9651, -0.7029, -3.7215], [1.2465, -2.6569, -2.2550], [1.9808, -3.1930, -3.7179], [0.2844, -2.7507, -3.6392], [0.8945, -0.3356, -3.3038], [1.1419, -0.9739, -4.7681], [3.4141, -1.4038, -4.1997], [0.0015, 2.8182, -2.9735], [-0.3956, 2.1744, -2.3870], [0.9384, 2.6245, -2.9437], [-3.4228, 2.0840, 0.1206], [-3.7495, 2.8111, 0.6505], [-4.1824, 1.5140, 0.0009], [-3.3803, -1.3397, -1.0077], [-2.7130, -0.6534, -1.0145], [-4.1875, -0.8870, -0.7632], [4.3691, 0.3253, 1.0342], [3.6455, 0.0853, 1.6131], [4.5207, -0.4562, 0.5028], [2.5943, 1.8334, -2.4137], [2.6214, 1.0732, -2.9947], [3.2715, 1.6600, -1.7598]],
  "lowdin_charge": [-0.08, -0.37, -0.07, 0.07, 0.07, 0.09, 0.10, 0.09, 0.03, -0.04, -0.28, -0.12, 0.07, 0.06, 0.05, 0.11, 0.09, 0.01, -0.06, -0.29, -0.10, 0.08, 0.07, 0.07, 0.11, 0.09, 0.10, -0.09, -0.38, -0.05, 0.08, 0.07, 0.09, 0.09, 0.11, 0.09, -0.10, -0.30, -0.09, 0.06, 0.07, 0.06, 0.10, 0.10, 0.01, -0.07, -0.34, -0.08, 0.04, 0.07, 0.09, 0.11, 0.11, 0.10, -0.08, -0.31, -0.07, 0.05, 0.07, 0.08, 0.11, 0.11, 0.09, -0.05, 0.00, 0.00, -0.02, 0.07, 0.06, -0.03, 0.00, 0.03, -0.05, -0.03, 0.03, -0.04, 0.00, 0.05],
  "de_lowest_kcal_mol": 40.3,
  "total_charge": 0,
  "gap_ev": 9.3,
  "max_force_ha_per_bohr": 0.050,
  "smiles": "CCO.CCO.CCO.CCO.CCO.CCO.CCO.O.O.O.O.O"
}



{
  "formula": "C14H53O13",
  "method": "ωB97M-V/def2-TZVPD",
  "symbols": ["C", "C", "O", "H", "H", "H", "H", "H", "C", "C", "O", "H", "H", "H", "H", "H", "H", "C", "C", "O", "H", "H", "H", "H", "H", "H", "C", "C", "O", "H", "H", "H", "H", "H", "H", "C", "C", "O", "H", "H", "H", "H", "H", "H", "C", "C", "O", "H", "H", "H", "H", "H", "H", "C", "C", "O", "H", "H", "H", "H", "H", "H", "O", "H", "H", "O", "H", "H", "O", "H", "H", "O", "H", "H", "O", "H", "H", "O", "H", "H"],
  "positions_angstrom": [[0.5049, -1.2533, 0.1190], [-0.1782, -0.3650, 1.1871], [-0.5845, -1.1645, 2.2590], [-0.1019, -2.1153, -0.1581], [1.4001, -1.7407, 0.5053], [0.8777, -0.6822, -0.7313], [-0.9495, 0.2028, 0.6668], [0.5011, 0.4809, 1.2933], [0.6140, 3.2038, -0.5448], [0.6499, 4.3046, -1.5773], [1.9290, 4.5771, -2.1208], [1.1070, 2.2888, -0.8732], [-0.4356, 2.9551, -0.3879], [1.1442, 3.3788, 0.3913], [0.2326, 5.2286, -1.1772], [-0.0623, 4.1610, -2.3899], [2.5754, 5.0799, -1.6197], [-4.2682, -2.3220, 1.0015], [-4.2331, -0.7651, 0.8572], [-3.6036, -0.1419, 1.9295], [-5.2354, -2.6771, 1.3570], [-3.6562, -2.7449, 1.7982], [-4.1156, -2.8286, 0.0485], [-5.2176, -0.3001, 0.8056], [-3.8124, -0.3748, -0.0695], [-2.7093, -0.4145, 1.7114], [-2.4819, 1.2091, -2.6529], [-3.4864, 0.5909, -3.4900], [-2.9270, -0.4329, -4.2404], [-1.8509, 0.5010, -2.1159], [-2.8078, 2.0577, -2.0514], [-1.7168, 1.7036, -3.2514], [-3.8712, 1.2739, -4.2473], [-4.2955, 0.1533, -2.9052], [-2.2077, -0.0458, -4.7447], [-3.0403, 4.4782, 2.1631], [-2.0192, 3.3296, 2.1371], [-2.5360, 2.2692, 2.9051], [-2.9490, 5.2615, 1.4106], [-2.8763, 5.1225, 3.0268], [-4.0586, 4.0898, 2.1459], [-0.9690, 3.5101, 2.3664], [-2.0515, 2.9248, 1.1255], [-2.9792, 1.7253, 2.2498], [1.7534, -2.1561, -4.8999], [2.0454, -1.7953, -3.4478], [3.2701, -1.1396, -3.3157], [1.7073, -1.2336, -5.4787], [0.7613, -2.5643, -5.0923], [2.4511, -2.9007, -5.2832], [1.9556, -2.6982, -2.8438], [1.3316, -1.0855, -3.0299], [3.8813, -1.7400, -3.7488], [3.8009, 1.1009, -0.7751], [4.6083, -0.1742, -0.5975], [3.8356, -1.3001, -0.2247], [4.3725, 1.9465, -1.1578], [3.1272, 1.3655, 0.0400], [3.0181, 0.9353, -1.5153], [5.1447, 0.0031, 0.3347], [5.1746, -0.4241, -1.4947], [3.2516, -1.5981, -0.9260], [0.5240, -3.4621, 3.9349], [-0.2751, -3.7957, 4.3428], [0.3450, -3.4940, 2.9951], [2.7688, 1.0520, 2.8016], [3.3180, 0.9295, 2.0272], [2.5398, 1.9813, 2.7889], [2.6968, -4.1133, 2.1629], [1.8240, -3.9794, 1.7934], [3.1389, -4.6832, 1.5336], [3.4325, -1.7345, 2.9044], [3.7242, -1.5160, 2.0193], [3.2505, -2.6737, 2.8721], [-1.4630, -1.0343, 4.9081], [-1.5993, -0.9418, 3.9652], [-1.9820, -1.8009, 5.1516], [-0.2809, -3.9322, 1.3202], [-0.5796, -3.0313, 1.4439], [-0.1216, -4.0051, 0.3791]],
  "lowdin_charge": [-0.07, -0.26, 0.03, 0.06, 0.07, 0.06, 0.11, 0.12, -0.08, -0.31, -0.07, 0.05, 0.05, 0.08, 0.11, 0.11, 0.09, -0.05, -0.30, -0.07, 0.07, 0.07, 0.07, 0.11, 0.09, 0.04, -0.12, -0.37, -0.07, 0.07, 0.08, 0.07, 0.12, 0.12, 0.08, -0.08, -0.32, -0.08, 0.06, 0.07, 0.08, 0.11, 0.08, 0.04, -0.08, -0.35, -0.07, 0.08, 0.07, 0.08, 0.11, 0.10, 0.09, -0.08, -0.29, -0.10, 0.09, 0.04, 0.05, 0.12, 0.11, 0.05, -0.04, 0.04, -0.04, -0.04, 0.00, 0.03, -0.03, 0.01, 0.06, -0.07, -0.02, -0.03, -0.05, -0.02, 0.02, -0.05, 0.00, 0.05],
  "total_charge": 0,
  "s_squared": 0.7545,
  "gap_ev": [9.6, 6.9],
  "multiplicity": 2,
  "max_force_ha_per_bohr": 0.059
}